[1]
A gas-phase ion, C8H19FN5 (charge +1) at a distorted geometry. Source: the Open Molecules 2025 dataset; level of theory: wB97M-V/def2-TZVPD.

Results
Net charge: +1
SMILES: C/N=C(\NF)N(C)[C@H](C)N(C)/C=[NH+]/C
HOMO-LUMO gap in eV: 9.7
DFT total energy in hartree: -689.46748
2S+1: 1
Energy above the lowest of the compared OMol25 structures with the same formula, charge and spin in kcal per mole: 3.0

Cartesian coordinates (Å):
C: 0.57481 -0.43444 1.40512
C: -1.33221 -0.73267 -0.00452
C: -0.33671 1.02623 -1.40154
C: -0.95227 -1.85653 -0.90178
C: -1.60049 -1.19496 2.41787
C: -2.01493 1.60614 0.04778
C: 2.50655 0.72943 0.69255
C: 1.50407 1.20333 -2.95260
N: -0.68348 -0.92746 1.21077
N: -1.27977 0.60940 -0.63010
N: 1.12343 0.42479 0.60115
N: 1.29000 -0.90534 2.58187
N: 0.51087 0.41757 -2.19884
F: 1.33726 -2.27106 2.63533
H: -2.42832 -0.69319 0.19156
H: -0.38310 2.12845 -1.63563
H: -1.02357 -1.83070 -2.00175
H: -1.47179 -2.74628 -0.70595
H: 0.11491 -2.09808 -0.83224
H: -2.58415 -1.65018 2.22073
H: -0.95971 -1.96674 3.01715
H: -1.78081 -0.23939 2.85350
H: -2.81483 1.13351 0.70741
H: -1.45211 2.36484 0.60313
H: -2.68427 2.37202 -0.65013
H: 3.10327 -0.10805 1.04992
H: 2.67759 1.60015 1.41842
H: 2.96579 1.19481 -0.26219
H: 0.93469 1.93592 -3.65355
H: 2.31561 1.58414 -2.30689
H: 2.10403 0.41488 -3.52824
H: 2.26548 -0.48923 2.48924
H: 0.45417 -0.60130 -2.47754



[2]
C6H12O in the gas phase. Source: the Open Molecules 2025 dataset; level of theory: wB97M-V/def2-TZVPD.

Results
Net charge: 0
SMILES: CCO[C@H]1C[C@H]1C
HOMO-LUMO gap in eV: 10.2
DFT total energy in hartree: -311.00350
2S+1: 1
Energy above the lowest of the compared OMol25 structures with the same formula, charge and spin in kcal per mole: 35.0

Cartesian coordinates (Å):
C: -1.11688 2.16743 1.51489
C: -0.69009 1.64548 0.15692
O: 0.15629 0.54999 0.42194
C: 0.85796 0.02878 -0.66169
C: 1.83575 -1.02870 -0.28043
C: 0.60787 -1.39768 -1.08081
C: -0.50036 -2.19994 -0.44185
H: -0.22600 2.41968 2.09805
H: -1.66469 1.38989 2.05615
H: -1.75090 3.05408 1.43029
H: -0.13941 2.41732 -0.40515
H: -1.55875 1.35018 -0.45184
H: 1.12722 0.76062 -1.42613
H: 1.82099 -1.28408 0.77678
H: 2.81613 -1.04937 -0.74577
H: 0.79127 -1.61402 -2.13229
H: -1.40578 -2.17737 -1.05880
H: -0.20822 -3.24771 -0.30893
H: -0.75239 -1.78459 0.53867



[3]
A molecular structure, C37H39AsCrN6O2S2 at a distorted geometry. Source: the Open Molecules 2025 dataset; level of theory: wB97M-V/def2-TZVPD.

Results
Net charge: +3
HOMO-LUMO gap (alpha / beta) in eV: 6.8 / 6.4
DFT total energy in hartree: -5988.14242
2S+1: 4

Cartesian coordinates (Å):
Cr: -0.26082 0.15934 0.69126
C: -4.29405 1.32188 1.82592
C: -2.90687 1.27495 1.76241
N: -2.29662 0.52036 0.84910
C: -3.05500 -0.19808 -0.00050
C: -4.43896 -0.14237 0.09519
N: -5.04957 0.61270 0.99774
C: -2.29035 -1.02088 -0.96279
C: -2.81272 -1.85341 -1.92629
C: -1.94484 -2.57076 -2.76014
C: -0.56636 -2.42482 -2.55877
C: -0.10778 -1.56722 -1.58051
N: -0.96421 -0.87485 -0.81399
C: 1.30713 -1.23182 -1.30803
C: 2.38948 -1.72810 -2.02195
N: 3.61214 -1.23994 -1.86699
C: 3.77314 -0.24611 -1.00522
C: 2.72225 0.21566 -0.22438
N: 1.49856 -0.29449 -0.35180
C: -2.46842 -3.43985 -3.82738
C: -3.62095 -4.19306 -3.63254
C: -4.06937 -4.99229 -4.67536
N: -3.46067 -5.05677 -5.85404
C: -2.36493 -4.32841 -6.03990
C: -1.82191 -3.51207 -5.05749
H: -4.79900 1.94182 2.55629
H: -2.28197 1.83534 2.44717
H: -5.07120 -0.72302 -0.56532
H: -3.88188 -1.93907 -2.06105
H: 0.12730 -2.99130 -3.16379
H: 2.27052 -2.53230 -2.73736
H: 4.76129 0.18959 -0.92698
H: 2.86604 0.99439 0.51065
H: -4.14551 -4.19613 -2.68539
H: -4.95425 -5.60560 -4.55638
H: -1.90159 -4.39813 -7.01639
H: -0.93941 -2.92249 -5.27075
O: -0.71877 -1.51570 1.87261
S: -2.01683 -2.11375 2.44569
C: -1.84838 -2.08502 4.26424
C: -0.39016 -1.96279 4.68356
C: 0.03509 -0.49232 4.77244
C: 1.54346 -0.31390 4.61867
S: 2.04359 0.42571 3.00996
O: 0.73863 0.88817 2.29387
C: 2.79238 1.93618 3.51666
C: 4.11272 2.14342 3.13753
C: 4.74579 3.31627 3.53100
C: 4.05415 4.25418 4.28202
C: 2.72839 4.03362 4.65286
C: 2.08822 2.86715 4.27740
C: -1.86129 -3.85597 2.13102
C: -2.93655 -4.67064 2.46788
C: -2.83726 -6.03120 2.22835
C: -1.68545 -6.55496 1.65119
C: -0.63021 -5.72324 1.30595
C: -0.71084 -4.35641 1.54278
H: -2.31864 -3.00853 4.59991
H: -2.44998 -1.24319 4.60907
H: 0.23747 -2.48901 3.96049
H: -0.24786 -2.46381 5.64099
H: -0.28946 -0.06214 5.72007
H: -0.46989 0.07162 3.98650
H: 2.05881 -1.27464 4.61692
H: 1.99475 0.30959 5.38634
H: 4.64917 1.39244 2.56940
H: 5.77791 3.48910 3.25920
H: 4.55191 5.16264 4.59339
H: 2.20290 4.76734 5.24891
H: 1.06343 2.68177 4.57742
H: -3.83996 -4.26004 2.90498
H: -3.65986 -6.68236 2.48998
H: -1.61339 -7.61910 1.47237
H: 0.26288 -6.13970 0.86009
H: 0.10703 -3.69438 1.29344
C: 1.36622 3.24229 -1.05113
As: -0.17756 2.57686 -0.09048
C: -0.33617 3.82119 1.39101
C: -1.62779 3.11340 -1.25709
H: 1.10675 4.23664 -1.41255
H: 1.61059 2.60496 -1.89889
H: 2.22550 3.32094 -0.38705
H: -1.36179 4.18091 1.45577
H: 0.32049 4.66678 1.19151
H: -0.04001 3.35053 2.32471
H: -1.59340 2.55707 -2.19266
H: -1.51658 4.17576 -1.47072
H: -2.58891 2.94956 -0.77250



[4]
15 unconnected molecules or ions with the total composition C42H66F18O48S9 at a distorted geometry. Source: the Open Molecules 2025 dataset; level of theory: wB97M-V/def2-TZVPD.

Results
Net charge: 0
HOMO-LUMO gap in eV: 10.3
DFT total energy in hartree: -10632.39750
2S+1: 1

Cartesian coordinates (Å):
C: -6.12848 -5.94517 -4.62904
C: -5.22179 -6.41676 -3.45660
O: -4.44465 -5.40611 -2.91740
C: -3.16433 -5.14609 -3.31718
O: -2.62364 -5.75475 -4.22080
C: -2.46293 -4.01542 -2.57611
F: -1.25173 -4.33265 -2.32664
F: -2.53138 -2.93494 -3.35471
F: -3.04245 -3.74346 -1.40756
H: -6.68359 -6.77660 -5.06343
H: -5.48998 -5.57636 -5.43178
H: -6.84183 -5.15314 -4.40119
H: -4.58799 -7.24451 -3.77476
H: -5.76410 -6.76610 -2.57799
C: -0.62290 -6.60574 0.91594
C: -1.03300 -5.14649 0.91783
O: -1.26556 -4.74503 2.29353
C: -0.21322 -4.55951 3.07492
O: 0.99511 -4.58259 2.72539
C: -0.58728 -3.99881 4.45627
F: -1.94459 -3.92164 4.64653
F: -0.09176 -4.77026 5.41929
F: 0.01605 -2.80610 4.62115
H: -1.32940 -7.19140 1.50412
H: 0.40243 -6.66957 1.28027
H: -0.47680 -7.09186 -0.04866
H: -2.00955 -5.04484 0.44439
H: -0.30840 -4.48265 0.44627
C: 3.49475 3.77352 0.53226
C: 4.05183 5.25400 0.64839
O: 5.39221 5.14181 1.21389
C: 5.53857 5.05173 2.57472
O: 4.67945 4.80596 3.40587
C: 7.03444 5.12606 3.04719
F: 7.27311 6.37927 3.22838
F: 7.25014 4.46697 4.14356
F: 7.84853 4.62330 2.13596
H: 4.27145 3.13431 0.11246
H: 2.70100 3.70603 -0.21173
H: 3.26783 3.25873 1.46585
H: 3.47020 5.98608 1.20864
H: 4.18590 5.63937 -0.36236
C: -0.35218 -0.70447 -5.80921
C: -0.31109 0.48144 -6.89486
O: -0.48395 -0.04322 -8.22652
C: -1.71153 -0.21991 -8.82409
O: -2.74590 0.12454 -8.19996
C: -1.73498 -0.96510 -10.14238
F: -0.50743 -1.40794 -10.45649
F: -2.56065 -2.01848 -10.13219
F: -2.15305 -0.22346 -11.14057
H: -0.03086 -0.52133 -4.78387
H: 0.27658 -1.55211 -6.08173
H: -1.36011 -1.11886 -5.78763
H: 0.64817 0.99885 -6.88000
H: -1.00458 1.25871 -6.57390
C: -1.09334 4.68548 5.18832
C: -2.39321 3.91741 5.58595
O: -2.10645 2.77420 6.41892
C: -3.07465 1.77728 6.62395
O: -4.27350 1.92469 6.34086
C: -2.59737 0.56208 7.38714
F: -3.07216 -0.47783 6.76766
F: -1.25825 0.53330 7.58453
F: -3.10281 0.70763 8.60794
H: -0.46038 3.88099 4.81381
H: -0.54981 5.16953 5.99972
H: -1.22373 5.50400 4.48042
H: -3.01565 3.73855 4.70921
H: -2.92103 4.66172 6.18219
C: -4.07037 6.88767 -6.35103
C: -4.57172 5.63479 -7.00731
O: -5.06385 4.72158 -5.96750
C: -4.27126 3.91197 -5.29506
O: -3.04678 3.97758 -5.27908
C: -5.08825 3.01797 -4.35378
F: -4.28772 2.06556 -3.98648
F: -5.49365 3.72350 -3.28319
F: -6.18688 2.61503 -5.00871
H: -4.81780 7.42667 -5.76887
H: -3.85944 7.61755 -7.13262
H: -3.11386 6.77563 -5.84052
H: -3.77359 5.23821 -7.63485
H: -5.43164 5.89542 -7.62433
C: 4.16296 -0.23905 -2.97356
C: 3.49816 -0.11893 -4.30099
O: 2.98981 1.17559 -4.27231
S: 2.67556 1.84903 -2.76825
O: 1.22447 1.94445 -2.54864
O: 3.53044 3.06678 -2.56809
O: 3.35561 0.49218 -2.08804
H: 5.16401 0.19157 -2.99736
H: 4.41283 -1.26196 -2.69192
H: 2.65091 -0.79200 -4.43227
H: 4.21994 -0.18995 -5.11469
C: 6.39030 -3.40249 4.37163
C: 6.05183 -4.35547 3.23065
O: 4.67795 -4.25117 2.96778
S: 4.01891 -2.87126 3.52533
O: 3.06967 -3.25932 4.56553
O: 3.55089 -1.96581 2.45524
O: 5.43762 -2.32974 4.16875
H: 7.43082 -3.08494 4.30377
H: 6.09406 -3.80306 5.34110
H: 6.40654 -5.37633 3.37247
H: 6.58850 -4.07398 2.32464
C: -7.25844 1.39906 -1.19945
C: -6.78507 0.53604 0.03812
O: -6.42925 -0.67287 -0.51219
S: -5.69214 -0.55809 -1.96898
O: -6.19695 -1.58004 -2.89929
O: -4.24399 -0.30325 -1.90436
O: -6.37620 0.96684 -2.22708
H: -7.36126 2.47129 -1.03259
H: -8.23971 0.96582 -1.39313
H: -7.58415 0.37599 0.76196
H: -5.93775 0.89999 0.61924
C: -1.16739 3.69784 -1.86152
C: -2.71070 4.04848 -1.51037
O: -2.59420 4.58538 -0.20843
S: -1.23566 4.21252 0.57860
O: -1.25406 2.82103 1.05450
O: -0.79941 5.25582 1.47068
O: -0.42099 4.42682 -0.86134
H: -0.90940 4.02250 -2.86956
H: -1.06880 2.61501 -1.78497
H: -3.35071 3.16663 -1.53933
H: -3.12964 4.80653 -2.17215
C: 8.11925 1.10506 2.28866
C: 8.05195 -0.44711 2.30357
O: 6.62814 -0.76758 2.21317
S: 5.77096 0.45958 1.56245
O: 4.76940 1.03309 2.44581
O: 5.23237 0.01459 0.25266
O: 7.09381 1.47966 1.38162
H: 9.10653 1.45362 1.98555
H: 8.05020 1.39986 3.33576
H: 8.24327 -0.88532 3.28309
H: 8.72430 -0.88894 1.56815
C: 2.25511 -3.34772 -0.83053
C: 3.17041 -4.08489 0.14864
O: 3.83316 -5.04553 -0.65595
S: 3.71319 -4.77229 -2.32744
O: 3.56034 -6.03125 -3.06761
O: 4.78039 -3.89453 -2.79553
O: 2.31900 -3.94625 -2.12992
H: 2.42002 -2.28283 -0.99463
H: 1.21855 -3.33383 -0.49370
H: 2.76536 -4.31396 1.13432
H: 4.05211 -3.46287 0.30290
C: -3.75487 0.52535 2.50141
C: -3.91417 -0.70954 1.59533
O: -4.82453 -1.56987 2.25487
S: -5.67094 -0.75276 3.50177
O: -5.20662 -1.28643 4.81731
O: -7.11744 -0.75620 3.14704
O: -5.01054 0.69784 3.12521
H: -3.53713 1.41990 1.91792
H: -2.94443 0.46000 3.22738
H: -3.00216 -1.29823 1.49651
H: -4.06779 -0.43694 0.55120
C: 0.44093 -0.54675 1.65699
C: 1.36617 0.53068 1.02671
O: 0.80754 0.90068 -0.21881
S: -0.33573 -0.13320 -0.71271
O: -0.05805 -0.77550 -2.01411
O: -1.63795 0.51945 -0.57564
O: -0.05405 -1.18666 0.60030
H: -0.27103 0.12576 2.13548
H: 0.91591 -1.13776 2.44007
H: 2.36147 0.12370 0.84821
H: 1.39845 1.46387 1.58903
C: 3.80927 0.13350 6.19226
C: 2.90044 0.33117 7.38784
O: 1.89158 1.25984 6.97407
S: 1.59965 1.20742 5.34046
O: 1.97585 2.42837 4.69579
O: 0.29741 0.60659 5.04960
O: 2.85707 0.13373 5.11266
H: 4.41827 -0.76946 6.23552
H: 4.47094 0.99695 6.12322
H: 3.33215 0.63020 8.34298
H: 2.32961 -0.55511 7.66491